[1]
Density functional theory data (ωB97M-V/def2-TZVPD) for the ion C7H12N with charge +1.

Last column: Mulliken charge in e.
Cartesian coordinates (Å):
C  -2.196  1.078  0.593  -1.012
C  -1.360  0.926  -0.357  -0.268
C  -0.522  -0.274  -0.542  0.183
N  -0.912  -1.487  0.217  -0.107
C  0.528  -0.452  -1.681  -0.810
C  1.112  0.161  -0.433  0.521
C  1.654  1.268  0.399  -0.503
C  2.036  -0.153  0.689  -0.697
H  -2.572  1.990  0.785  0.356
H  -2.191  0.446  1.408  0.256
H  -1.089  1.685  -1.145  0.351
H  -0.199  -2.231  0.065  0.423
H  -1.864  -1.858  -0.081  0.386
H  -1.199  -1.141  1.136  0.334
H  0.786  -1.434  -1.851  0.282
H  0.243  0.062  -2.612  0.248
H  0.988  1.796  1.042  0.279
H  2.525  1.888  0.049  0.258
H  3.057  -0.402  0.670  0.317
H  1.602  -0.642  1.552  0.201

SMILES: C=C[C@@]1([NH3+])CC12CC2
Highest occupied orbital energy in eV: -13.307
E_LUMO in eV: -3.538
Charge: +1
Gap between HOMO and LUMO in eV: 9.768
E in eV: -8933.04589
Energy above the lowest of the compared OMol25 structures with the same formula, charge and spin in kcal per mole: 91.23

---

[2]
Density functional theory data (ωB97M-V/def2-TZVPD) for the ion C7H12N with charge +1.

Last column: Mulliken charge in e.
Cartesian coordinates (Å):
C  -1.923  1.512  -0.151  -1.266
C  -1.500  0.419  0.417  -0.264
C  2.077  -0.476  -0.640  -0.285
C  1.342  0.998  0.947  -0.614
C  1.606  0.946  -0.494  -0.300
C  0.793  -0.138  0.056  0.196
C  -0.862  -1.889  -0.011  -0.780
N  -0.559  -0.515  -0.304  0.441
H  -2.644  2.154  0.292  0.264
H  -1.716  1.994  -1.089  0.269
H  -1.759  0.116  1.484  0.332
H  1.995  -1.079  -1.644  0.258
H  2.812  -0.811  0.163  0.283
H  1.922  0.626  1.873  0.231
H  0.598  1.660  1.317  0.393
H  1.317  1.766  -1.090  0.364
H  -1.644  -2.102  0.818  0.287
H  -1.235  -2.405  -0.882  0.376
H  0.084  -2.567  0.253  0.287
H  -0.703  -0.209  -1.315  0.528

Multiplicity: 3
Highest occupied orbital energy (spin up / spin down) in eV: -7.400 / -13.034
E_LUMO (spin up / spin down) in eV: -3.162 / -8.933
Charge: +1
Gap between HOMO and LUMO (spin up / spin down) in eV: 4.238 / 4.102
E in eV: -8925.92596
Energy above the lowest of the compared OMol25 structures with the same formula, charge and spin in kcal per mole: 162.72

---

[3]
Density functional theory data (ωB97M-V/def2-TZVPD) for a cluster of 2 separate species, C7H12N2 in total.

Last column: Mulliken charge in e.
Cartesian coordinates (Å):
C  0.370  -1.167  1.032  -1.372
C  1.045  -0.825  -1.825  -1.337
C  0.493  1.047  1.055  0.541
C  -0.549  -0.514  0.181  1.334
C  -0.346  -0.603  -1.294  0.570
N  0.568  1.218  2.421  -0.462
C  -1.460  0.439  0.684  -1.130
C  -1.405  -0.568  -2.105  -1.145
N  0.988  1.732  0.126  -0.643
H  0.368  0.421  3.001  0.249
H  0.198  2.102  2.748  0.245
H  1.824  2.234  0.410  0.250
H  0.081  -1.399  2.048  0.388
H  1.146  -1.790  0.619  0.201
H  1.733  -0.090  -1.408  0.290
H  1.059  -0.735  -2.910  0.401
H  1.413  -1.820  -1.563  0.292
H  -1.990  1.081  -0.003  0.401
H  -1.834  0.343  1.694  0.310
H  -2.411  -0.427  -1.734  0.316
H  -1.290  -0.677  -3.176  0.301

Highest occupied orbital energy in eV: -6.957
E_LUMO in eV: 0.632
Gap between HOMO and LUMO in eV: 7.589
E in eV: -10428.93904
Energy above the lowest of the compared OMol25 structures with the same formula, charge and spin in kcal per mole: 104.65

---

[4]
Density functional theory data (ωB97M-V/def2-TZVPD) for a structure of composition C7H12N2.

Last column: Mulliken charge in e.
Cartesian coordinates (Å):
C  0.633  -1.259  -2.570  -0.907
C  0.552  0.684  -0.904  -0.034
C  0.814  1.236  0.526  -0.304
C  0.905  0.024  1.348  -0.862
C  -0.615  -0.111  0.867  0.596
C  -1.640  -0.792  1.722  -1.556
C  -0.516  -0.195  -0.670  -0.177
H  1.613  -1.464  -2.898  0.324
H  -0.042  -2.124  -2.505  0.328
H  0.290  -0.547  -3.297  0.322
H  0.562  1.416  -1.749  0.329
H  1.410  2.143  0.516  0.526
H  1.530  -0.745  1.028  0.366
H  1.015  0.176  2.443  0.314
H  -2.599  -0.729  1.359  0.392
H  -1.644  -0.462  2.751  0.404
H  -1.362  -1.874  1.670  0.306
H  -1.159  2.015  0.502  0.267
H  -1.469  -0.139  -1.246  0.347
N  0.692  -0.752  -1.181  -0.318
N  -0.542  1.440  1.111  -0.662

Highest occupied orbital energy in eV: -8.862
E_LUMO in eV: 1.080
Gap between HOMO and LUMO in eV: 9.942
E in eV: -10430.36135
Energy above the lowest of the compared OMol25 structures with the same formula, charge and spin in kcal per mole: 71.85

---

[5]
Density functional theory data (ωB97M-V/def2-TZVPD) for a cluster of 2 separate species, C7H12N2O in total.

Last column: Mulliken charge in e.
Cartesian coordinates (Å):
C  2.297  -1.945  -2.319  -0.487
C  2.130  -2.244  -0.955  -0.236
C  1.576  -0.762  -2.501  -0.505
C  -1.796  -0.297  1.314  -1.503
C  0.317  0.991  1.399  -1.584
C  -1.811  2.112  0.670  -1.516
C  -0.954  0.776  0.635  1.827
N  1.312  -1.376  -0.385  -0.349
N  1.098  -0.468  -1.285  0.234
O  -0.659  0.677  -0.660  -0.515
H  2.898  -2.489  -3.051  0.343
H  2.354  -3.027  -0.255  0.432
H  1.449  -0.292  -3.410  0.489
H  -2.842  -0.221  0.893  0.350
H  -1.548  -1.289  0.947  0.410
H  -1.692  -0.274  2.426  0.317
H  0.235  1.828  2.107  0.422
H  1.103  1.208  0.667  0.353
H  0.433  0.004  1.912  0.344
H  -1.461  2.764  -0.205  0.343
H  -2.782  1.797  0.437  0.438
H  -1.657  2.527  1.619  0.394

Highest occupied orbital energy (spin up / spin down) in eV: -9.581 / -9.470
E_LUMO (spin up / spin down) in eV: -1.147 / -1.888
Gap between HOMO and LUMO (spin up / spin down) in eV: 8.435 / 7.582
E in eV: -12475.29663
Energy above the lowest of the compared OMol25 structures with the same formula, charge and spin in kcal per mole: 144.43

---

[6]
Density functional theory data (ωB97M-V/def2-TZVPD) for a structure of composition C7H12N2O.

Last column: Mulliken charge in e.
Cartesian coordinates (Å):
C  -0.197  0.821  -2.562  -1.587
C  0.244  0.107  -1.300  0.303
C  1.361  0.812  -0.501  -0.884
C  1.103  0.404  0.942  -0.027
C  0.036  1.131  1.696  -1.158
C  -0.313  -0.153  0.982  1.098
N  -0.872  -0.085  -0.347  -0.485
C  -0.660  -1.347  1.775  0.152
N  -0.064  -2.109  2.555  -0.741
H  -0.595  1.819  -2.324  0.407
H  0.658  0.949  -3.240  0.379
H  -0.972  0.249  -3.091  0.362
H  0.606  -0.900  -1.569  0.243
H  2.357  0.497  -0.839  0.333
H  1.293  1.904  -0.624  0.306
H  1.879  -0.108  1.512  0.345
H  0.071  1.092  2.785  0.337
H  -0.376  2.046  1.267  0.231
H  -1.554  0.666  -0.424  0.293
O  -1.519  -2.606  0.959  -0.693
H  -1.888  -2.002  0.271  0.318
H  -0.599  -3.185  2.077  0.467

Highest occupied orbital energy in eV: -9.258
E_LUMO in eV: 0.773
Gap between HOMO and LUMO in eV: 10.030
E in eV: -12477.22666
Energy above the lowest of the compared OMol25 structures with the same formula, charge and spin in kcal per mole: 99.92

---

Which of these has the lowest E? number 6

---

The lowest E belongs to which entry? number 6

---

What did the fourth record say?
Density functional theory data (ωB97M-V/def2-TZVPD) for a structure of composition C7H12N2.

Last column: Mulliken charge in e.
Cartesian coordinates (Å):
C  0.633  -1.259  -2.570  -0.907
C  0.552  0.684  -0.904  -0.034
C  0.814  1.236  0.526  -0.304
C  0.905  0.024  1.348  -0.862
C  -0.615  -0.111  0.867  0.596
C  -1.640  -0.792  1.722  -1.556
C  -0.516  -0.195  -0.670  -0.177
H  1.613  -1.464  -2.898  0.324
H  -0.042  -2.124  -2.505  0.328
H  0.290  -0.547  -3.297  0.322
H  0.562  1.416  -1.749  0.329
H  1.410  2.143  0.516  0.526
H  1.530  -0.745  1.028  0.366
H  1.015  0.176  2.443  0.314
H  -2.599  -0.729  1.359  0.392
H  -1.644  -0.462  2.751  0.404
H  -1.362  -1.874  1.670  0.306
H  -1.159  2.015  0.502  0.267
H  -1.469  -0.139  -1.246  0.347
N  0.692  -0.752  -1.181  -0.318
N  -0.542  1.440  1.111  -0.662

Highest occupied orbital energy in eV: -8.862
E_LUMO in eV: 1.080
Gap between HOMO and LUMO in eV: 9.942
E in eV: -10430.36135
Energy above the lowest of the compared OMol25 structures with the same formula, charge and spin in kcal per mole: 71.85